Computed, not measured: a structure of composition C14H10F5NRu at a distorted geometry, with ωB97M-V with the def2-TZVPD basis set.

```
31
Properties=species:S:1:pos:R:3:forces:R:3
Ru -0.284905 -0.600679 -0.384413 0.2 5.1 -2.3
F -0.970115 3.973583 3.122200 0.3 -0.1 0.0
F 1.526738 3.593887 4.179468 -0.1 -0.2 -0.3
F -1.913874 2.398668 1.223911 -0.4 0.0 -0.3
F 2.203937 -0.122307 1.319065 0.3 0.5 0.2
F 3.109478 1.548840 3.256090 -0.2 0.2 0.0
N 0.150837 -1.863359 0.682661 1.5 -5.7 4.6
C -1.963149 -1.733534 -1.644968 -0.8 -0.1 -0.3
C -1.375527 -0.806350 -2.548614 -0.4 0.1 -0.4
C -2.412585 0.398474 -0.887027 -0.7 0.1 -0.4
C 1.078710 2.779946 3.191307 -0.1 0.0 -0.1
C -0.187811 2.970162 2.649427 -0.3 -0.3 -0.3
C 1.761476 -0.467473 -1.736722 0.4 -0.2 -0.4
C 1.673212 -3.105929 -1.696107 0.0 0.5 0.0
C -2.594670 -0.989633 -0.607312 -0.7 -0.1 -0.5
C 1.876770 1.745021 2.722979 0.2 -0.6 -0.3
C 1.405603 0.893471 1.721296 -1.7 1.0 0.2
C 1.626828 -1.792557 -1.602515 0.3 0.0 -0.6
C -1.659650 0.513321 -2.087564 -0.4 0.0 -0.2
C 0.124635 1.049559 1.149998 -0.1 1.1 0.4
C -0.670506 2.126855 1.638323 2.7 -1.0 0.8
H -0.808327 -1.067580 -3.445031 -0.2 0.1 0.4
H 1.330478 0.062276 -2.595279 0.2 -0.3 0.4
H 0.317252 -2.731193 1.206653 0.0 0.0 0.0
H 2.441223 -3.571859 -2.329546 -0.3 0.2 0.3
H -3.116755 -1.408301 0.254223 0.2 0.2 -0.3
H -2.769751 1.223866 -0.269272 0.2 -0.5 -0.4
H 2.381833 0.111880 -1.043838 -0.2 -0.3 -0.3
H 0.970188 -3.752304 -1.164621 0.2 0.3 -0.2
H -1.909042 -2.820942 -1.712488 0.0 0.4 0.1
H -1.342532 1.444191 -2.562285 -0.1 -0.4 0.2
```
Positions in Å, forces in eV/Å.

Properties
spin multiplicity = 6
HOMO energy (spin up / spin down) = -1.20 / -4.92 eV
gap between HOMO and LUMO (spin up / spin down) = 4.51 / 8.12 eV
largest force on an atom = 7.510 eV Å⁻¹
total charge = -1